No. 1
ORCA calculation (ωB97M-V/def2-TZVPD) on a cluster of 13 separate species, C37H60BrF7IN13O30S2 in total in a non-equilibrium geometry.

Cartesian coordinates (Å):
C 3.567 -2.388 -0.944
C 4.381 -2.363 -2.243
O 5.060 -1.144 -2.391
C 4.298 -0.173 -3.075
C 4.496 1.177 -2.426
O 3.443 2.017 -2.829
C 3.717 3.376 -2.566
C 2.730 4.220 -3.352
O 2.256 5.307 -2.578
C 0.845 5.291 -2.489
C 0.360 4.172 -1.598
C -0.181 3.073 -2.207
C -0.597 2.000 -1.457
C -0.490 2.038 -0.098
C 0.044 3.146 0.557
C 0.114 3.053 2.062
F 0.855 2.010 2.427
F -1.102 2.879 2.574
F 0.617 4.112 2.680
C 0.476 4.211 -0.211
C 1.084 5.443 0.405
C 2.541 5.416 0.850
O 3.105 6.434 1.038
Br 3.547 3.778 1.142
S -1.023 0.588 0.785
C -2.378 0.116 -0.241
C -2.247 0.318 -1.600
C -3.272 -0.061 -2.431
C -4.425 -0.633 -1.946
I -5.894 -1.241 -3.301
C -4.572 -0.820 -0.593
C -3.541 -0.452 0.241
S -3.831 -0.796 1.955
O -4.773 -1.888 1.997
O -4.295 0.337 2.703
C -2.311 -1.497 2.777
F -1.581 -2.167 1.916
F -1.619 -0.598 3.412
F -2.768 -2.349 3.682
N -1.094 0.883 -2.179
C -0.042 -0.098 -2.514
C 0.074 -0.296 -4.044
F -0.698 0.610 -4.722
H 3.536 -3.388 -0.527
H 4.074 -1.768 -0.215
H 2.558 -2.034 -1.119
H 5.103 -3.170 -2.197
H 3.729 -2.573 -3.087
H 3.243 -0.435 -3.131
H 4.673 -0.125 -4.097
H 5.469 1.560 -2.701
H 4.486 1.009 -1.347
H 4.748 3.603 -2.827
H 3.580 3.620 -1.518
H 3.200 4.571 -4.265
H 1.942 3.537 -3.655
H 0.475 6.260 -2.186
H 0.460 5.101 -3.489
H -0.275 3.020 -3.276
H 0.529 5.734 1.285
H 1.041 6.293 -0.255
H -3.168 0.095 -3.491
H -5.469 -1.276 -0.218
H -0.212 -1.044 -2.016
H 0.904 0.325 -2.203
H -0.187 -1.302 -4.355
H 1.093 -0.113 -4.365
C -7.052 3.915 1.370
N -6.594 3.739 -0.030
O -5.549 3.154 -0.230
O -7.310 4.202 -0.886
H -6.328 3.462 2.026
H -7.137 4.983 1.547
H -8.021 3.429 1.452
C 5.727 1.114 4.157
N 6.143 0.939 2.739
O 6.722 -0.087 2.446
O 5.896 1.836 1.959
H 6.046 0.252 4.723
H 6.199 2.019 4.527
H 4.650 1.207 4.157
C -10.282 -0.430 -1.332
N -9.092 -0.205 -0.469
O -9.135 0.691 0.345
O -8.145 -0.941 -0.645
H -11.039 0.296 -1.065
H -9.962 -0.307 -2.362
H -10.626 -1.444 -1.153
C -5.780 -1.028 5.076
N -6.548 -0.859 6.340
O -6.060 -1.289 7.363
O -7.618 -0.297 6.257
H -4.855 -1.542 5.307
H -6.390 -1.611 4.394
H -5.586 -0.042 4.672
C 8.282 1.584 -5.857
N 7.539 1.778 -4.584
O 8.011 1.309 -3.574
O 6.499 2.402 -4.644
H 9.179 1.017 -5.643
H 7.629 1.044 -6.535
H 8.523 2.568 -6.247
C 5.642 -2.920 -7.281
N 5.756 -2.003 -6.114
O 6.028 -0.838 -6.332
O 5.571 -2.480 -5.020
H 5.833 -2.353 -8.184
H 6.377 -3.707 -7.147
H 4.635 -3.326 -7.277
C 7.349 -2.774 4.793
N 8.204 -1.834 5.566
O 7.697 -1.114 6.407
O 9.388 -1.856 5.314
H 6.327 -2.660 5.124
H 7.450 -2.519 3.743
H 7.715 -3.776 4.988
C -7.650 -4.772 -1.400
N -7.560 -4.667 -2.881
O -6.568 -5.101 -3.421
O -8.495 -4.139 -3.450
H -6.756 -5.253 -1.031
H -7.740 -3.761 -1.010
H -8.532 -5.360 -1.169
C 3.736 -0.709 8.247
N 4.479 -0.049 7.141
O 5.562 0.426 7.382
O 3.932 -0.001 6.054
H 4.343 -0.659 9.142
H 2.801 -0.173 8.374
H 3.556 -1.737 7.949
C -6.101 -4.387 3.295
N -6.825 -5.431 2.520
O -6.661 -5.460 1.317
O -7.536 -6.185 3.143
H -5.512 -3.789 2.611
H -6.850 -3.783 3.798
H -5.471 -4.899 4.016
C -5.807 4.245 -3.499
N -5.215 3.587 -4.697
O -4.953 2.398 -4.694
O -5.043 4.307 -5.657
H -5.925 3.518 -2.713
H -5.122 5.033 -3.202
H -6.765 4.655 -3.801
C 4.839 -6.956 4.416
N 5.637 -5.782 3.974
O 5.311 -4.681 4.371
O 6.578 -6.005 3.248
H 4.043 -6.605 5.059
H 4.446 -7.435 3.526
H 5.511 -7.621 4.949

Values from the calculation:
* net charge: 0
* Kohn-Sham gap: 8.6 eV
* strongest force on any atom: 0.0473 Eh/bohr

***

No. 2
ORCA calculation (ωB97M-V/def2-TZVPD) on a structure of composition C37H60CsN4P2.

Cartesian coordinates (Å):
Cs -0.578 0.290 -1.766
C 5.835 0.574 -4.052
C 4.336 0.279 -4.205
C 4.119 -0.851 -5.207
C 3.751 0.013 -2.836
C 3.484 1.086 -1.996
C 3.118 0.910 -0.669
C 3.030 2.137 0.218
C 4.433 2.653 0.566
C 2.201 3.258 -0.408
C 2.955 -0.392 -0.142
C 3.174 -1.493 -0.997
C 3.564 -1.256 -2.318
C 2.979 -2.981 -0.696
C 3.202 -3.513 0.719
C 1.591 -3.383 -1.222
C 2.927 -0.533 1.361
C 4.216 -0.668 1.901
C 4.452 -0.752 3.258
C 3.375 -0.713 4.132
C 2.099 -0.584 3.618
C 1.838 -0.481 2.246
P 0.091 -0.225 1.683
C -0.821 -1.811 2.222
C -0.507 -2.386 3.604
C -0.442 -2.873 1.183
C -2.328 -1.567 2.078
C -0.590 1.220 2.759
C -1.767 1.766 1.930
C -1.097 0.946 4.180
C 0.463 2.331 2.835
H 6.290 0.765 -5.025
H 6.342 -0.281 -3.600
H 6.008 1.443 -3.417
H 3.857 1.181 -4.600
H 4.693 -1.738 -4.931
H 4.453 -0.539 -6.197
H 3.064 -1.123 -5.276
H 3.617 2.090 -2.387
H 2.554 1.830 1.147
H 4.979 2.927 -0.338
H 5.005 1.889 1.093
H 4.371 3.532 1.211
H 2.659 3.618 -1.330
H 2.131 4.104 0.278
H 1.199 2.910 -0.650
H 3.764 -2.116 -2.947
H 3.710 -3.505 -1.318
H 2.574 -3.034 1.462
H 4.238 -3.380 1.029
H 2.989 -4.584 0.724
H 0.813 -2.810 -0.713
H 1.408 -4.445 -1.050
H 1.514 -3.189 -2.293
H 5.053 -0.700 1.213
H 5.464 -0.837 3.631
H 3.527 -0.777 5.201
H 1.278 -0.546 4.314
H 0.536 -2.689 3.675
H -1.121 -3.278 3.755
H -0.734 -1.695 4.413
H 0.620 -3.102 1.216
H -0.708 -2.557 0.171
H -0.983 -3.800 1.395
H -2.720 -0.891 2.836
H -2.856 -2.519 2.183
H -2.563 -1.161 1.089
H -2.539 1.011 1.769
H -1.425 2.122 0.954
H -2.229 2.608 2.453
H -1.844 0.158 4.227
H -1.567 1.861 4.551
H -0.291 0.713 4.873
H 0.732 2.684 1.838
H 1.364 2.010 3.355
H 0.047 3.178 3.388
C -2.013 5.687 -1.522
C -1.695 4.292 -1.747
N -1.430 3.189 -1.923
H -1.101 6.279 -1.589
H -2.450 5.819 -0.534
H -2.723 6.033 -2.271
C -6.853 -1.164 -2.459
N -6.428 0.233 -2.508
C -6.918 0.916 -1.315
N -6.487 0.282 -0.073
C -6.914 -1.115 -0.088
N -6.418 -1.850 -1.246
C -4.976 -2.022 -1.203
P -4.019 -0.403 -1.218
C -4.986 0.353 -2.643
C -5.054 0.405 0.133
H -6.459 -1.689 -3.331
H -7.943 -1.190 -2.493
H -8.009 0.907 -1.340
H -6.572 1.952 -1.328
H -8.005 -1.136 -0.112
H -6.570 -1.606 0.825
H -4.661 -2.621 -2.061
H -4.711 -2.573 -0.296
H -4.675 -0.136 -3.570
H -4.721 1.412 -2.716
H -4.787 1.464 0.186
H -4.794 -0.056 1.090

Values from the calculation:
* ΔE to the lowest compared entry with this formula, charge and spin: 7.96 kcal/mol
* net charge: +1
* Kohn-Sham gap: 8.3 eV
* strongest force on any atom: 0.0139 Eh/bohr

***

No. 3
ORCA calculation (ωB97M-V/def2-TZVPD) on a structure of composition C37H60FN5O6SSe2Si2Te2Zr in a non-equilibrium geometry.

Cartesian coordinates (Å):
Zr -0.463 1.599 1.597
Se -0.141 -0.410 3.489
Te -1.013 1.052 5.291
Te -3.197 1.953 3.892
Se -2.972 0.735 1.745
C 3.922 -3.562 3.123
C 3.772 -3.491 1.607
N 2.628 -2.680 1.204
C 2.840 -1.378 0.885
C 1.856 -0.484 0.628
C 2.234 0.970 0.387
O 3.373 1.220 0.031
O 1.301 1.815 0.624
C 0.493 -0.900 0.664
O -0.483 -0.139 0.433
C 0.266 -2.289 0.996
C -1.047 -2.726 1.164
C -1.293 -4.026 1.502
F -2.588 -4.424 1.612
C -0.263 -4.941 1.718
C 1.046 -4.478 1.631
C 1.336 -3.158 1.277
N -0.444 -6.319 2.027
C -1.653 -6.802 2.660
C -2.754 -7.225 1.677
N -2.173 -8.150 0.644
C -0.977 -7.543 -0.027
C 0.067 -7.264 1.056
H 4.777 -4.187 3.384
H 3.029 -3.979 3.589
H 4.079 -2.565 3.536
H 3.675 -4.488 1.176
H 4.659 -3.038 1.169
H 3.870 -1.047 0.850
H -1.863 -2.024 1.030
H 1.834 -5.176 1.874
H -2.056 -6.038 3.320
H -1.382 -7.670 3.275
H -3.168 -6.368 1.158
H -3.553 -7.746 2.202
H -2.885 -8.392 -0.042
H -1.873 -9.008 1.110
H -1.287 -6.606 -0.490
H -0.614 -8.225 -0.794
H 0.964 -6.870 0.586
H 0.329 -8.201 1.563
C -3.255 4.490 1.163
C -1.904 4.753 1.759
C -1.505 6.049 2.006
C -0.303 6.273 2.677
C 0.473 5.213 3.061
C 0.046 3.898 2.762
N -1.151 3.702 2.131
N 0.687 2.756 3.069
Si 2.332 2.768 3.640
C 3.200 1.083 3.581
C 2.365 3.317 5.455
C 3.458 3.866 2.587
H -3.444 5.178 0.337
H -4.018 4.657 1.928
H -3.335 3.474 0.791
H -2.134 6.874 1.701
H 0.013 7.284 2.903
H 1.395 5.361 3.603
H 2.527 0.230 3.642
H 3.891 1.019 4.427
H 3.782 1.007 2.659
H 1.821 2.604 6.077
H 1.899 4.294 5.598
H 3.390 3.376 5.830
H 3.275 3.653 1.531
H 4.503 3.622 2.794
H 3.327 4.937 2.746
C -2.422 -1.351 -4.276
C -2.523 -0.406 -3.079
C -2.835 -1.195 -1.809
C -3.616 0.631 -3.328
O -1.237 0.185 -2.926
Si -0.741 1.695 -2.501
S -1.479 2.425 -0.704
O 0.888 1.575 -2.404
C 1.834 0.961 -3.291
C 1.385 1.016 -4.753
C 3.132 1.742 -3.121
C 2.023 -0.491 -2.847
O -1.222 2.631 -3.768
C -1.426 4.035 -3.944
C -2.782 4.455 -3.372
C -0.302 4.833 -3.281
C -1.410 4.274 -5.452
H -3.356 -1.904 -4.399
H -1.600 -2.055 -4.128
H -2.221 -0.780 -5.184
H -3.811 -1.681 -1.888
H -2.841 -0.512 -0.960
H -2.059 -1.946 -1.639
H -4.562 0.135 -3.550
H -3.335 1.268 -4.166
H -3.744 1.260 -2.444
H 1.155 2.045 -5.032
H 0.486 0.418 -4.897
H 2.175 0.641 -5.406
H 2.988 2.772 -3.453
H 3.931 1.285 -3.709
H 3.418 1.755 -2.068
H 1.050 -0.986 -2.826
H 2.450 -0.513 -1.843
H 2.687 -1.025 -3.530
H -2.828 4.202 -2.314
H -3.589 3.937 -3.893
H -2.912 5.533 -3.491
H -0.334 4.683 -2.202
H -0.412 5.898 -3.496
H 0.668 4.492 -3.649
H -2.176 3.668 -5.939
H -0.439 3.998 -5.867
H -1.601 5.328 -5.661

Values from the calculation:
* ΔE to the lowest compared entry with this formula, charge and spin: 0.00 kcal/mol
* net charge: 0
* Kohn-Sham gap: 3.3 eV
* strongest force on any atom: 0.0415 Eh/bohr

***

No. 4
ORCA calculation (ωB97M-V/def2-TZVPD) on a structure of composition C37H60GeN4OSbSi3Ti in a non-equilibrium geometry.

Cartesian coordinates (Å):
Ti 0.586 -0.337 0.324
C -1.191 -3.679 -0.231
Sb -2.313 -1.943 -0.869
C -0.534 -0.766 -1.385
C -1.033 0.569 -1.908
C -0.778 1.781 -1.243
C -1.215 2.981 -1.772
C -1.928 2.971 -2.960
C -2.177 1.738 -3.539
N -1.758 0.580 -3.038
Si 0.321 -1.668 -2.820
C -0.845 -2.661 -3.895
C 1.104 -0.354 -3.916
C 1.686 -2.848 -2.313
C -3.132 -1.066 1.033
C -2.280 -0.057 1.782
C -2.802 0.838 2.674
C -1.981 1.729 3.439
C -0.613 1.614 3.320
C -0.103 0.662 2.455
N -0.912 -0.130 1.628
Si -3.373 -2.487 2.269
C -1.740 -2.840 3.106
C -4.103 -4.042 1.490
C -4.584 -2.044 3.624
Si -4.802 -0.356 0.440
C -5.913 -1.753 -0.135
C -4.555 0.843 -0.964
C -5.850 0.586 1.683
H -1.370 -4.462 -0.969
H -1.494 -4.050 0.744
H -0.131 -3.434 -0.199
H -0.254 1.829 -0.294
H -1.010 3.907 -1.249
H -2.297 3.880 -3.416
H -2.762 1.673 -4.452
H -1.720 -2.073 -4.174
H -1.182 -3.579 -3.405
H -0.322 -2.956 -4.810
H 0.351 0.103 -4.559
H 1.872 -0.806 -4.549
H 1.564 0.454 -3.339
H 1.284 -3.847 -2.127
H 2.195 -2.537 -1.400
H 2.413 -2.935 -3.127
H -3.867 0.852 2.837
H -2.430 2.418 4.140
H 0.064 2.194 3.935
H 0.961 0.402 2.464
H -0.888 -2.681 2.445
H -1.706 -3.865 3.483
H -1.616 -2.163 3.955
H -3.897 -4.186 0.430
H -5.188 -4.035 1.612
H -3.717 -4.921 2.013
H -4.288 -1.152 4.178
H -4.614 -2.880 4.329
H -5.598 -1.903 3.244
H -5.413 -2.487 -0.767
H -6.730 -1.317 -0.719
H -6.362 -2.281 0.710
H -4.324 0.340 -1.902
H -3.746 1.546 -0.749
H -5.474 1.420 -1.108
H -5.960 0.109 2.656
H -6.847 0.658 1.235
H -5.486 1.603 1.834
C 3.603 -3.238 2.955
Ge 3.334 -1.862 1.591
C 4.649 -2.310 0.197
C 3.939 -0.149 2.351
C 1.476 -1.813 1.093
H 4.658 -3.345 3.213
H 3.243 -4.191 2.564
H 3.040 -3.010 3.860
H 5.651 -2.157 0.605
H 4.550 -1.718 -0.711
H 4.544 -3.361 -0.080
H 4.999 -0.198 2.608
H 3.375 0.077 3.258
H 3.801 0.682 1.653
H 0.980 -2.709 1.474
C 5.512 3.690 -0.955
N 4.508 2.783 -1.520
N 3.422 2.508 -0.702
C 3.041 1.217 -0.897
O 1.995 0.719 -0.398
C 3.973 0.625 -1.794
C 4.865 1.602 -2.113
C 6.107 1.512 -2.928
C 2.551 3.579 -0.293
C 1.918 3.499 0.933
C 1.030 4.504 1.291
C 0.823 5.588 0.450
C 1.492 5.665 -0.764
C 2.351 4.647 -1.153
H 5.001 4.554 -0.538
H 6.169 4.025 -1.752
H 6.084 3.186 -0.174
H 3.929 -0.387 -2.156
H 6.093 0.599 -3.517
H 6.989 1.485 -2.284
H 6.200 2.362 -3.603
H 2.099 2.666 1.599
H 0.500 4.424 2.230
H 0.135 6.372 0.737
H 1.331 6.504 -1.428
H 2.844 4.675 -2.115

Values from the calculation:
* multiplicity: 2
* net charge: 0
* Kohn-Sham gap (spin up / spin down): 4.6 / 6.4 eV
* strongest force on any atom: 0.0414 Eh/bohr